(1)
{
  "formula": "C20H46B2ClN2O5",
  "method": "ωB97M-V/def2-TZVPD",
  "charge": -1,
  "fmax_ev_per_a": 6.14,
  "energy_ev": -48581.7437,
  "species": ["C", "C", "C", "Cl", "N", "B", "O", "O", "C", "C", "B", "O", "N", "C", "C", "C", "O", "O", "H", "H", "H", "H", "H", "H", "H", "H", "H", "H", "H", "H", "H", "H", "H", "H", "H", "H", "C", "C", "C", "C", "C", "C", "H", "H", "H", "H", "H", "H", "H", "H", "H", "H", "H", "H", "H", "H", "C", "C", "C", "C", "C", "C", "H", "H", "H", "H", "H", "H", "H", "H", "H", "H", "H", "H", "H", "H"],
  "xyz": [[-0.31801, 2.09139, 1.49664], [-0.30037, 0.65422, 0.73282], [-0.80823, 0.79713, -0.81090], [-2.60756, 0.45371, -0.99232], [0.08088, 0.05987, -1.72984], [0.06100, -1.42419, -1.52348], [1.34580, -2.07539, -1.21987], [-1.07657, -2.29970, -1.63346], [-1.31054, -2.86932, -0.31074], [-0.06751, 0.47356, -3.16440], [0.92685, 1.72804, -3.54130], [0.30933, 3.03662, -3.82217], [2.40849, 1.64316, -3.66583], [3.04809, 0.89036, -2.53967], [2.94936, 3.05853, -3.52425], [0.07673, -0.76659, -4.21709], [1.19196, -1.16854, -4.68478], [-1.09327, -1.39153, -4.66646], [-0.89408, 1.95785, 2.48418], [0.76531, 2.33909, 1.79781], [-0.72457, 2.94329, 0.85333], [0.79962, 0.31122, 0.73698], [-0.95023, -0.07193, 1.32499], [-0.66928, 1.92130, -1.05319], [1.58833, -1.89993, -0.27936], [-1.29931, -4.02192, -0.34597], [-2.32806, -2.46734, 0.05618], [-0.54256, -2.53563, 0.47721], [-1.13831, 0.87736, -3.35248], [0.12155, 3.49668, -2.96675], [2.46806, 1.18111, -1.57867], [4.17029, 1.10995, -2.40741], [2.94222, -0.24561, -2.63887], [2.75708, 3.59203, -4.51246], [2.51713, 3.60600, -2.60902], [4.09823, 3.05858, -3.37238], [5.84806, 6.49188, 2.60897], [4.82668, 6.00233, 1.59092], [3.66442, 5.23619, 2.22536], [4.05639, 3.94823, 2.95592], [4.79556, 2.91552, 2.10275], [3.96452, 2.39721, 0.93762], [6.31835, 5.66353, 3.14278], [6.63964, 7.05795, 2.10700], [5.37681, 7.15318, 3.34274], [5.32705, 5.38565, 0.83760], [4.42239, 6.86849, 1.05678], [2.92947, 5.00571, 1.44663], [3.15127, 5.89485, 2.93584], [3.14546, 3.48962, 3.35851], [4.67582, 4.19505, 3.82449], [5.06679, 2.06798, 2.74193], [5.73607, 3.33064, 1.72753], [3.04005, 1.93370, 1.29533], [4.52547, 1.64360, 0.37892], [3.70183, 3.19559, 0.24010], [-3.84745, -4.57907, 2.43489], [-4.76364, -5.77071, 2.19230], [-4.71346, -6.28351, 0.75169], [-5.17327, -5.28131, -0.31170], [-6.59436, -4.74522, -0.12929], [-7.65905, -5.83015, -0.21322], [-4.12844, -3.72003, 1.82240], [-3.89798, -4.27185, 3.48484], [-2.80819, -4.83861, 2.21095], [-5.78919, -5.50706, 2.47078], [-4.46502, -6.58411, 2.86225], [-5.31843, -7.19433, 0.68220], [-3.68643, -6.58783, 0.51918], [-5.09875, -5.76246, -1.29364], [-4.47949, -4.43527, -0.34027], [-6.78860, -4.00502, -0.91284], [-6.68452, -4.21475, 0.82371], [-7.61764, -6.34160, -1.17950], [-8.65506, -5.39160, -0.10582], [-7.54103, -6.57585, 0.57634]],
  "forces_ev_per_angstrom": [[0.5, -0.8, 0.5], [-0.2, 0.6, -0.1], [2.5, 1.0, 0.3], [0.4, 0.2, 0.3], [-1.8, -0.4, 0.9], [0.9, -1.8, -0.7], [-1.9, 0.9, 1.1], [1.6, 1.3, 2.0], [-0.6, -0.3, 0.5], [-0.9, 0.7, -1.6], [0.2, 0.0, -0.7], [0.6, -1.2, 1.4], [-0.3, 2.1, 2.1], [-0.4, -1.4, 1.0], [1.0, 0.1, -0.8], [-2.7, -3.9, -3.6], [-1.6, 1.9, 2.1], [4.2, 3.5, 2.8], [0.7, 0.6, -1.6], [-1.7, -0.2, -0.5], [0.4, -1.3, 1.0], [-1.8, 0.3, -0.2], [0.9, 0.8, -1.0], [-0.6, -1.8, 0.2], [0.0, 0.0, -1.3], [-0.1, 1.8, 0.0], [1.4, -0.8, -0.6], [-0.9, -0.5, -1.1], [1.5, -0.9, 0.4], [0.1, -0.6, -1.2], [1.3, -0.6, -1.1], [-1.7, -0.1, -0.4], [-0.1, 1.6, -0.1], [0.0, -0.3, 1.6], [0.5, -0.5, -1.4], [-1.8, -0.3, -0.3], [0.1, 0.1, -0.1], [-0.1, 0.0, 0.1], [-0.1, -0.1, -0.1], [0.1, 0.0, 0.1], [-0.1, 0.0, 0.1], [0.2, -0.1, -0.1], [0.0, 0.0, 0.0], [0.0, -0.1, 0.1], [0.0, -0.1, 0.0], [-0.1, 0.0, 0.0], [0.0, -0.1, 0.0], [0.0, 0.0, 0.1], [0.0, 0.0, 0.0], [0.0, 0.0, 0.0], [0.0, 0.0, 0.0], [0.0, 0.1, 0.0], [0.0, 0.0, 0.0], [0.0, 0.0, -0.1], [-0.1, 0.0, 0.0], [0.0, -0.1, 0.0], [0.0, 0.0, 0.2], [0.1, -0.1, -0.1], [-0.1, -0.1, 0.0], [0.1, 0.1, 0.0], [0.1, 0.0, -0.1], [-0.2, 0.1, 0.1], [0.1, 0.0, 0.0], [0.1, 0.0, -0.1], [-0.1, 0.1, 0.0], [0.0, 0.0, -0.1], [-0.1, 0.0, 0.0], [0.0, 0.0, 0.0], [0.0, 0.0, 0.0], [0.0, 0.1, 0.1], [0.0, -0.1, 0.0], [0.1, 0.0, 0.1], [0.0, 0.0, 0.0], [0.0, 0.0, 0.1], [0.0, -0.1, 0.0], [0.0, 0.0, 0.0]]
}

---

(2)
{
  "formula": "C20H46BClNO12P2",
  "method": "ωB97M-V/def2-TZVPD",
  "charge": -1,
  "fmax_ev_per_a": 1.22,
  "energy_ev": -79326.6030,
  "species": ["C", "O", "C", "C", "C", "B", "P", "O", "Cl", "P", "N", "O", "O", "H", "H", "H", "H", "H", "H", "H", "H", "H", "H", "H", "H", "H", "H", "O", "C", "O", "C", "C", "C", "H", "H", "H", "H", "H", "H", "H", "H", "O", "C", "O", "C", "C", "C", "H", "H", "H", "H", "H", "H", "H", "H", "O", "C", "O", "C", "C", "C", "H", "H", "H", "H", "H", "H", "H", "H", "O", "C", "O", "C", "C", "C", "H", "H", "H", "H", "H", "H", "H", "H"],
  "xyz": [[3.38590, -6.25685, 5.69249], [4.32614, -6.67577, 4.73790], [3.77329, -7.19756, 3.54082], [4.72789, -6.97472, 2.37259], [4.36953, -5.76963, 1.48026], [4.27085, -4.31879, 2.25386], [6.03940, -3.60201, 2.57486], [5.89599, -1.98759, 2.90619], [6.85196, -3.46282, 0.63660], [3.00845, -3.15204, 1.31993], [3.37387, -1.65425, 1.06537], [1.60568, -3.22946, 2.18619], [2.57312, -3.83750, -0.12560], [3.84739, -5.46909, 6.28839], [2.47507, -5.87329, 5.22310], [3.10025, -7.08393, 6.35760], [2.79895, -6.74089, 3.33013], [3.61183, -8.27754, 3.68052], [5.74801, -6.92019, 2.75597], [4.66572, -7.87420, 1.74571], [3.43422, -6.01748, 0.96893], [5.14623, -5.70067, 0.71172], [3.80787, -4.48755, 3.36803], [5.92778, -1.86833, 3.85491], [3.30658, -1.46712, 0.07019], [1.47923, -4.12779, 2.50703], [1.77182, -4.34261, 0.02210], [2.52625, 5.79397, 1.75768], [2.38060, 4.59904, 1.65938], [2.72487, 3.81625, 2.68333], [2.38400, 2.40506, 2.71304], [3.39783, 1.53424, 2.00830], [1.86656, 3.96981, 0.38232], [1.37106, 2.28196, 2.33191], [2.35793, 2.15774, 3.77405], [3.45927, 1.77028, 0.94487], [3.13724, 0.47771, 2.09460], [4.39279, 1.67975, 2.43221], [2.71089, 3.81347, -0.28768], [1.17713, 4.66979, -0.08575], [1.35123, 3.02477, 0.52865], [-0.73982, 2.27325, 2.11740], [-1.44657, 3.22734, 2.29399], [-2.72107, 3.15655, 1.85986], [-3.71380, 4.14421, 2.14075], [-3.68795, 5.28052, 1.14183], [-0.93319, 4.50997, 2.90426], [-3.63887, 4.49513, 3.17144], [-4.65541, 3.60212, 2.06054], [-2.75735, 5.84685, 1.18036], [-4.51154, 5.97074, 1.32800], [-3.78712, 4.89803, 0.12727], [-0.48642, 5.11880, 2.11752], [-0.15717, 4.25845, 3.62297], [-1.69327, 5.09659, 3.41479], [-4.07787, 6.76179, -3.84664], [-4.17433, 5.56494, -3.82185], [-3.85237, 4.91399, -2.68805], [-4.12471, 3.51845, -2.49985], [-3.03307, 2.64268, -3.07043], [-4.57413, 4.76914, -5.04439], [-5.10997, 3.26586, -2.89555], [-4.17609, 3.38879, -1.41963], [-2.94831, 2.75905, -4.14569], [-3.23055, 1.59360, -2.85983], [-2.07449, 2.91637, -2.62641], [-3.68209, 4.58159, -5.64032], [-5.26280, 5.37544, -5.62718], [-5.05216, 3.81794, -4.82817], [-3.74732, 0.93283, -5.55671], [-3.85202, -0.26119, -5.47927], [-3.51888, -0.85113, -4.31705], [-3.74063, -2.23967, -4.04596], [-2.60538, -3.10533, -4.54881], [-4.26319, -1.11140, -6.65866], [-4.70861, -2.55654, -4.43742], [-3.80247, -2.29904, -2.96105], [-2.50878, -3.05362, -5.63369], [-2.77180, -4.14541, -4.26850], [-1.66221, -2.77454, -4.11561], [-3.37573, -1.32752, -7.25218], [-4.95474, -0.53270, -7.26496], [-4.74642, -2.04712, -6.38982]],
  "forces_ev_per_angstrom": [[0.1, -0.3, 0.0], [-0.1, 0.3, -0.1], [0.3, -0.4, 0.1], [-0.4, -0.1, -0.3], [0.5, 0.1, 0.6], [-0.7, -0.4, -0.4], [0.3, -0.5, 0.3], [-0.3, 0.2, -0.3], [-0.1, 0.1, 0.0], [1.0, 0.8, 0.0], [-0.1, -0.3, -0.2], [-0.3, -0.2, -0.4], [-0.1, 0.0, 0.3], [-0.1, 0.0, 0.0], [0.0, 0.1, 0.0], [0.0, 0.0, 0.0], [0.0, 0.1, 0.0], [-0.1, 0.0, 0.0], [0.0, 0.1, 0.1], [0.2, 0.0, 0.1], [0.0, 0.0, -0.1], [-0.2, 0.0, -0.2], [0.0, 0.2, 0.1], [0.2, 0.0, 0.3], [-0.1, 0.3, 0.1], [0.1, -0.1, 0.3], [-0.2, -0.2, -0.2], [0.0, 0.0, 0.0], [0.1, 0.0, -0.1], [0.0, 0.0, 0.1], [0.0, -0.3, -0.1], [0.1, 0.2, 0.0], [-0.3, 0.0, 0.1], [0.2, -0.1, 0.1], [0.0, 0.1, 0.0], [0.0, 0.0, 0.0], [0.0, 0.0, -0.1], [0.0, 0.0, 0.0], [0.0, 0.0, 0.0], [0.1, 0.1, 0.0], [0.1, 0.0, 0.0], [-0.2, 0.0, 0.0], [0.1, 0.1, -0.1], [-0.1, -0.2, 0.0], [-0.1, 0.1, 0.0], [0.1, 0.1, -0.1], [-0.1, -0.1, 0.3], [0.1, 0.0, 0.0], [0.0, 0.0, 0.0], [0.0, 0.0, 0.1], [0.0, 0.0, 0.0], [0.0, 0.0, 0.0], [0.0, 0.0, 0.0], [0.1, 0.0, -0.1], [0.0, 0.0, -0.1], [0.0, 0.0, 0.0], [0.1, -0.1, -0.1], [-0.2, 0.1, 0.2], [0.1, -0.3, 0.0], [0.2, 0.3, 0.1], [-0.3, 0.0, 0.1], [0.0, 0.0, 0.0], [0.0, 0.1, 0.0], [0.0, -0.1, -0.1], [0.0, 0.0, 0.0], [0.0, 0.0, 0.1], [0.0, 0.0, 0.0], [0.1, 0.1, 0.0], [0.1, -0.1, 0.0], [-0.2, 0.0, -0.2], [0.2, -0.1, 0.0], [-0.1, 0.1, 0.1], [0.0, -0.2, 0.0], [0.1, 0.1, -0.1], [-0.3, 0.0, 0.1], [0.0, 0.0, 0.0], [0.0, 0.1, 0.0], [0.0, 0.0, 0.0], [0.0, 0.0, 0.0], [0.0, 0.0, 0.0], [0.0, 0.0, 0.0], [0.1, 0.1, 0.0], [0.1, 0.0, 0.0]]
}

---

(3)
{
  "formula": "C20H46Cl26NP",
  "method": "ωB97M-V/def2-TZVPD",
  "fmax_ev_per_a": 1.82,
  "energy_ev": -357844.9070,
  "species": ["C", "C", "N", "P", "C", "C", "C", "C", "C", "H", "H", "H", "H", "H", "H", "H", "H", "H", "H", "H", "H", "H", "H", "H", "H", "H", "H", "H", "H", "C", "Cl", "Cl", "H", "H", "C", "Cl", "Cl", "H", "H", "C", "Cl", "Cl", "H", "H", "C", "Cl", "Cl", "H", "H", "C", "Cl", "Cl", "H", "H", "C", "Cl", "Cl", "H", "H", "C", "Cl", "Cl", "H", "H", "C", "Cl", "Cl", "H", "H", "C", "Cl", "Cl", "H", "H", "C", "Cl", "Cl", "H", "H", "C", "Cl", "Cl", "H", "H", "C", "Cl", "Cl", "H", "H", "C", "Cl", "Cl", "H", "H"],
  "xyz": [[2.00847, -0.60869, -1.82370], [2.47778, 0.51049, -0.80941], [3.29997, 1.58576, -1.42796], [2.33926, 3.05758, -1.78512], [1.10684, 4.49945, -2.10475], [-0.15432, 4.02091, -2.98244], [-0.92927, 2.77317, -2.41792], [-1.90184, 2.13805, -3.53371], [-1.77828, 3.09829, -1.10249], [1.22658, -0.25921, -2.56118], [2.88887, -1.11655, -2.31699], [1.49985, -1.41987, -1.21273], [3.11252, 0.01300, -0.00949], [1.55603, 0.89159, -0.27922], [3.62132, 1.21010, -2.33315], [1.73970, 2.34813, -2.86978], [1.87730, 3.01826, -0.42981], [3.48747, 3.85196, -2.07221], [0.68100, 4.80982, -1.09729], [1.59246, 5.43609, -2.52546], [0.26103, 3.83823, -4.02385], [-0.81857, 4.93663, -3.07926], [-0.25297, 1.91441, -2.11068], [-1.40715, 1.22715, -4.00186], [-2.83155, 1.75249, -3.03111], [-2.09676, 2.85529, -4.37678], [-1.05633, 3.01290, -0.24847], [-2.29773, 4.09227, -1.15442], [-2.49291, 2.22961, -0.98932], [0.40500, -4.95014, -1.34459], [1.67289, -4.82317, -2.57362], [-0.92391, -3.83329, -1.67714], [0.01441, -5.96875, -1.33871], [0.83172, -4.71130, -0.37235], [-4.00657, 2.69662, 2.93694], [-4.15277, 1.06957, 2.26038], [-5.55044, 3.55816, 2.88228], [-3.68596, 2.60809, 3.97202], [-3.27020, 3.25530, 2.36319], [1.23537, -0.56275, 2.63356], [1.08400, -2.13174, 1.83071], [-0.26949, 0.35681, 2.50958], [1.45697, -0.72335, 3.68672], [2.05736, -0.00681, 2.17320], [-7.53817, 0.14887, 0.99051], [-8.60867, -1.13426, 1.57202], [-7.54827, 0.24481, -0.77482], [-7.87495, 1.09930, 1.39723], [-6.52775, -0.05636, 1.32523], [-3.84745, -2.82149, 2.12238], [-5.25904, -2.19220, 1.26362], [-2.52070, -3.16281, 1.00599], [-3.51756, -2.07995, 2.84723], [-4.12497, -3.74005, 2.63357], [5.45104, -2.40026, -1.28664], [7.15075, -2.63666, -0.86151], [4.39800, -2.64544, 0.11071], [5.31741, -1.38522, -1.65393], [5.17878, -3.11288, -2.06151], [3.93063, 2.12917, -5.67486], [2.87503, 3.02384, -4.57004], [3.48047, 0.42125, -5.74142], [3.84577, 2.55637, -6.67117], [4.95674, 2.21006, -5.32437], [4.69040, 2.41385, 1.90146], [3.02309, 2.11075, 2.40285], [5.76591, 2.55208, 3.29796], [5.02504, 1.58905, 1.27708], [4.72365, 3.34219, 1.33651], [1.13678, 5.67787, 1.90635], [-0.21317, 4.55077, 1.78120], [2.50201, 5.17110, 0.90345], [0.80660, 6.66121, 1.58068], [1.46111, 5.72130, 2.94336], [-1.08246, 2.82306, 6.34003], [-2.45874, 3.53966, 5.49460], [0.27252, 2.49612, 5.25182], [-0.74507, 3.50688, 7.11506], [-1.40898, 1.88849, 6.78835], [-1.25896, -9.04722, -0.08284], [-1.28430, -7.27930, -0.14995], [-1.70082, -9.74835, -1.64127], [-0.25677, -9.37594, 0.18096], [-1.96787, -9.38201, 0.67019], [0.12486, -7.56555, -4.85511], [-1.20988, -8.53594, -5.48916], [0.85282, -8.32492, -3.43501], [0.88332, -7.46229, -5.62686], [-0.25347, -6.58525, -4.57493], [-1.98210, -1.38944, 6.59812], [-0.62202, -1.22082, 5.48245], [-3.23479, -0.18421, 6.27121], [-2.41066, -2.38182, 6.48330], [-1.62253, -1.25790, 7.61567]],
  "forces_ev_per_angstrom": [[-0.4, -0.5, 0.9], [0.2, -1.0, 0.0], [0.0, -0.5, 0.0], [-1.1, 0.0, 0.6], [-1.3, 0.6, 0.3], [1.3, 0.7, -0.1], [-1.1, -0.3, -0.2], [0.9, -0.4, 0.2], [0.9, -1.0, -0.6], [1.1, -0.2, 0.6], [-1.0, 0.7, 0.2], [0.6, 0.8, -0.7], [-0.8, 0.4, -0.8], [0.9, 0.0, -0.5], [0.1, 0.2, 0.5], [-0.4, 0.2, 1.0], [0.2, -0.3, -0.4], [-0.2, -0.4, 0.3], [0.6, -0.3, -1.1], [-0.6, -1.1, 0.2], [-0.7, -0.1, 1.0], [0.3, -1.3, 0.1], [-0.5, 1.2, -0.4], [-0.5, 1.1, 0.5], [0.7, 0.6, -0.8], [-0.2, -0.6, 1.0], [-0.9, 0.5, -0.5], [0.4, -1.0, 0.2], [0.5, 1.2, 0.1], [0.1, -0.1, 0.0], [0.1, 0.0, 0.0], [0.1, -0.1, -0.1], [0.4, 0.5, -0.3], [0.0, 0.1, -0.2], [0.0, -0.1, 0.0], [0.1, -0.1, -0.1], [0.0, 0.1, 0.0], [-0.4, -0.2, -0.5], [-0.1, -0.1, 0.0], [0.2, 0.0, 0.0], [0.1, -0.1, 0.0], [0.1, 0.1, -0.3], [-0.1, -0.1, -0.1], [-0.5, -0.3, 0.0], [0.0, 0.3, 0.1], [0.0, 0.0, 0.1], [0.1, 0.0, 0.0], [-0.1, -0.1, -0.1], [-0.1, 0.0, -0.1], [0.2, 0.0, 0.2], [0.1, -0.2, 0.1], [-0.1, 0.0, 0.2], [0.0, 0.0, -0.2], [0.0, 0.1, -0.2], [-0.1, 0.0, -0.2], [0.0, 0.0, -0.1], [-0.1, 0.0, 0.0], [0.0, -0.1, 0.2], [0.0, 0.0, 0.2], [0.2, 0.2, -0.3], [0.7, 0.1, -1.7], [0.0, 0.0, 0.0], [-0.1, -0.1, 0.1], [-0.1, 0.0, 0.1], [0.1, 0.0, -0.2], [0.1, 0.3, 0.0], [0.0, 0.0, 0.0], [-0.1, 0.0, 0.1], [-0.1, -0.1, 0.1], [0.0, 0.2, 0.2], [0.0, 0.0, 0.1], [0.2, 0.5, 0.2], [0.0, -0.2, -0.1], [0.0, -0.1, -0.1], [0.3, -0.1, 0.3], [0.4, 0.3, 0.6], [-0.1, 0.1, 0.1], [-0.1, 0.0, -0.2], [0.0, 0.0, -0.2], [0.0, -0.3, 0.1], [-0.4, -0.4, 0.4], [-0.1, -0.1, 0.2], [-0.1, 0.1, -0.1], [0.0, 0.1, -0.1], [0.0, 0.2, -0.1], [0.0, 0.0, -0.1], [0.2, 0.1, -0.1], [-0.1, -0.1, 0.1], [0.0, -0.2, 0.1], [0.1, -0.2, 0.1], [-0.1, -0.1, 0.2], [-0.1, 0.0, 0.0], [0.0, 0.1, -0.1], [0.0, 0.1, -0.1]]
}